(1)
This record from the Open Molecules 2025 dataset describes a 7-piece molecular cluster, C45H43BN11O14 overall. The level of theory is wB97M-V/def2-TZVPD.

CARTESIAN COORDINATES (ANGSTROEM)
C (3.67254, 0.07304, -1.66031)
C (2.34891, 0.73461, -1.97221)
O (1.90959, 1.56241, -0.85545)
B (1.22824, 2.61874, -1.36679)
O (1.85717, 3.82526, -1.59349)
C (-0.32812, 2.47269, -1.71453)
N (-0.88899, 1.28155, -1.92595)
C (-2.18149, 1.55576, -2.22274)
N (-3.06067, 0.61391, -2.52683)
C (-4.42572, 0.93366, -2.87908)
C (-5.30946, 1.22428, -1.86123)
C (-6.60607, 1.56887, -2.22417)
C (-6.93613, 1.59293, -3.56928)
C (-5.95441, 1.25994, -4.49075)
N (-4.69963, 0.94760, -4.17230)
N (-2.42076, 2.87433, -2.17003)
N (-1.22707, 3.44637, -1.84730)
H (4.42337, 0.79589, -1.36039)
H (4.05717, -0.40795, -2.56165)
H (3.55127, -0.69856, -0.90560)
H (2.45999, 1.32435, -2.89271)
H (1.59352, -0.02751, -2.17073)
H (1.88363, 4.05154, -2.53171)
H (-2.71343, -0.33254, -2.53607)
H (-5.04667, 1.20370, -0.81199)
H (-7.35623, 1.82478, -1.48806)
H (-7.93571, 1.85811, -3.87838)
H (-6.20847, 1.25003, -5.54501)
H (-3.29239, 3.35499, -2.35333)
H (-1.09335, 4.44090, -1.74096)
C (-3.12412, 7.82178, 0.91395)
C (-3.07544, 6.44369, 0.73945)
C (-3.68134, 5.86327, -0.36250)
C (-4.32683, 6.67723, -1.27943)
C (-4.39260, 8.04829, -1.11663)
C (-3.78448, 8.61999, -0.00950)
N (-4.95691, 6.07690, -2.46625)
O (-4.89612, 4.85925, -2.60083)
O (-5.49877, 6.81266, -3.25057)
H (-2.64765, 8.27308, 1.77376)
H (-2.56696, 5.82277, 1.46463)
H (-3.65459, 4.79145, -0.49448)
H (-4.90591, 8.66568, -1.83889)
H (-3.82526, 9.69097, 0.13054)
C (2.99649, 0.85712, 2.04191)
C (3.92462, -0.16569, 2.20305)
C (4.16917, -0.69110, 3.46357)
C (3.47307, -0.18170, 4.54571)
C (2.55361, 0.84125, 4.40802)
C (2.31866, 1.36054, 3.14582)
N (3.70291, -0.74785, 5.88496)
O (4.52634, -1.63620, 5.99423)
O (3.05224, -0.29753, 6.80456)
H (2.80006, 1.25978, 1.05709)
H (4.45677, -0.55570, 1.34636)
H (4.88833, -1.48604, 3.59518)
H (2.02615, 1.22627, 5.26817)
H (1.59913, 2.15947, 3.02285)
C (9.78962, -3.77607, -1.93634)
C (9.78028, -2.63221, -2.72814)
C (8.79841, -1.67482, -2.55054)
C (7.83770, -1.88270, -1.57360)
C (7.82811, -3.01398, -0.78084)
C (8.81606, -3.96628, -0.96791)
N (6.80672, -0.86086, -1.36268)
O (6.82248, 0.12061, -2.07852)
O (5.99093, -1.04819, -0.47407)
H (10.56421, -4.51895, -2.07407)
H (10.54222, -2.48660, -3.48134)
H (8.78514, -0.78358, -3.15993)
H (7.07191, -3.15850, -0.02682)
H (8.82700, -4.85258, -0.35006)
C (-8.55560, -4.78302, -2.27788)
C (-8.98245, -4.04320, -3.37360)
C (-9.18831, -2.67858, -3.25280)
C (-8.95814, -2.07727, -2.02794)
C (-8.53940, -2.79823, -0.92331)
C (-8.33753, -4.16271, -1.05409)
N (-9.15294, -0.62811, -1.89964)
O (-9.52790, -0.01394, -2.87992)
O (-8.91104, -0.11338, -0.82368)
H (-8.39134, -5.84795, -2.37695)
H (-9.15369, -4.52940, -4.32406)
H (-9.52116, -2.09747, -4.09989)
H (-8.37129, -2.30887, 0.02490)
H (-8.00859, -4.74319, -0.20435)
C (-2.32589, -3.24257, 1.08510)
C (-3.10555, -2.82062, 2.15475)
C (-4.35303, -3.38432, 2.37050)
C (-4.79677, -4.36903, 1.50676)
C (-4.03913, -4.79844, 0.43261)
C (-2.79387, -4.22684, 0.22361)
N (-6.11109, -4.98750, 1.74606)
O (-6.76567, -4.57848, 2.68103)
O (-6.46328, -5.87252, 0.98885)
H (-1.34844, -2.80567, 0.92504)
H (-2.73939, -2.05554, 2.82559)
H (-4.96421, -3.06345, 3.20108)
H (-4.40789, -5.56769, -0.22957)
H (-2.18594, -4.55477, -0.60853)
C (8.26772, -0.13164, 5.81163)
C (7.54289, -1.29983, 5.61319)
C (7.72077, -2.03682, 4.45383)
C (8.62974, -1.58911, 3.51194)
C (9.35687, -0.42559, 3.68897)
C (9.16960, 0.30641, 4.84988)
N (8.83959, -2.37836, 2.29005)
O (8.17080, -3.38689, 2.14468)
O (9.66691, -1.98161, 1.49569)
H (8.12986, 0.43886, 6.72081)
H (6.84188, -1.63794, 6.36048)
H (7.16113, -2.94687, 4.29357)
H (10.05878, -0.09367, 2.93855)
H (9.73104, 1.21724, 5.00625)

Summary:
* energy: -93075.1875 eV
* spin multiplicity: 1
* charge: +1

(2)
This record from the Open Molecules 2025 dataset describes a 2-piece molecular cluster, C3H6O3 overall. The level of theory is wB97M-V/def2-TZVPD.

CARTESIAN COORDINATES (ANGSTROEM)
O (1.04197, -0.73875, 1.25769)
C (0.14240, -1.19884, 0.32443)
C (-1.29703, -0.78431, 0.26570)
O (-1.05502, 0.61758, 0.07612)
C (-0.41493, -0.35287, -0.78210)
H (0.90448, 0.21956, 1.34239)
H (0.34134, -2.23931, 0.06767)
H (-2.29151, -1.20584, 0.26737)
H (-0.49594, -0.31897, -1.85883)
O (1.22682, 2.27570, -0.11210)
H (0.27629, 2.10461, -0.14910)
H (1.62112, 1.62144, -0.69925)

Summary:
* energy: -9347.2693 eV
* spin multiplicity: 1
* ΔE to the lowest compared entry with this formula, charge and spin: 93.33 kcal per mole
* SMILES: O[C@H]1[C@H]2O[C@@H]12.O
* charge: 0

(3)
This record from the Open Molecules 2025 dataset describes C47H66BCl2CsF4O7 as an isolated structure in a non-equilibrium geometry. The level of theory is wB97M-V/def2-TZVPD.

CARTESIAN COORDINATES (ANGSTROEM)
Cs (10.88441, 15.27076, 9.77156)
C (9.86733, 15.75956, 13.57544)
O (11.18756, 15.69931, 13.00760)
C (12.28926, 15.30320, 13.76389)
C (12.66750, 13.95535, 13.88319)
C (11.94887, 12.85828, 13.08623)
C (12.53384, 12.47410, 11.73570)
C (12.24112, 11.22367, 11.18456)
C (12.57651, 10.83791, 9.88738)
C (13.28683, 11.73876, 9.12644)
C (13.64558, 12.95679, 9.64302)
C (14.38387, 13.95563, 8.65976)
C (15.41228, 14.98047, 9.23001)
C (16.45861, 14.62110, 10.04091)
C (17.34422, 15.57215, 10.55423)
C (16.96052, 16.91888, 10.44284)
C (15.84353, 17.34469, 9.72676)
C (15.36670, 18.78889, 9.78213)
C (15.26620, 19.17311, 11.22470)
C (16.20495, 19.84877, 12.00111)
C (16.13296, 19.90781, 13.40565)
C (15.06050, 19.18878, 14.01635)
C (14.04712, 18.57997, 13.28821)
C (12.95128, 17.76517, 14.03222)
C (13.18540, 16.27217, 14.28082)
C (14.31785, 15.85684, 14.98193)
C (14.63455, 14.53022, 15.20810)
C (13.82431, 13.56053, 14.63474)
C (15.81511, 14.12437, 16.04793)
C (17.09863, 14.28979, 15.24905)
C (15.64927, 12.66686, 16.54482)
C (16.06736, 15.05769, 17.23444)
C (14.06201, 18.66552, 11.85840)
O (13.11926, 18.21149, 11.13196)
C (17.20097, 20.63735, 14.22214)
C (17.83871, 19.69274, 15.23552)
C (18.38276, 20.99592, 13.29443)
C (16.50834, 21.85199, 14.86094)
C (15.16477, 16.37137, 9.00716)
O (14.00441, 16.72213, 8.28523)
C (14.16501, 16.65671, 6.88423)
C (18.69789, 15.16732, 11.10777)
C (19.66286, 15.34867, 9.91269)
C (18.76226, 13.76576, 11.60496)
C (19.17476, 16.11926, 12.18523)
C (13.33876, 13.39593, 10.97367)
O (13.67416, 14.53663, 11.41016)
C (12.14532, 9.39005, 9.47874)
C (13.23467, 8.41498, 9.87077)
C (11.89555, 9.34071, 7.98796)
C (10.88188, 8.79083, 10.12587)
H (9.21623, 14.94456, 13.24534)
H (9.45806, 16.70934, 13.22410)
H (9.87952, 15.84718, 14.72926)
H (10.88540, 13.07322, 12.90978)
H (11.92055, 11.97764, 13.73208)
H (11.59728, 10.58878, 11.79975)
H (13.61844, 11.41735, 8.11964)
H (13.54506, 14.56220, 8.27219)
H (14.82854, 13.45204, 7.79002)
H (16.59531, 13.58508, 10.27861)
H (17.52951, 17.71560, 10.83247)
H (14.32663, 18.80159, 9.35579)
H (16.04322, 19.45362, 9.24020)
H (17.03966, 20.33608, 11.44690)
H (15.08789, 19.19086, 15.10951)
H (12.02692, 17.87442, 13.48688)
H (12.85208, 18.32576, 15.02181)
H (14.90145, 16.63548, 15.38236)
H (14.12777, 12.51431, 14.60566)
H (17.19664, 13.52476, 14.47627)
H (18.03338, 14.21294, 15.83885)
H (17.07882, 15.28445, 14.72793)
H (15.61059, 11.90921, 15.72009)
H (14.69799, 12.60504, 17.11191)
H (16.46262, 12.39448, 17.18720)
H (16.44776, 16.03558, 16.97513)
H (16.79956, 14.55502, 17.88208)
H (15.18617, 15.13270, 17.87451)
H (17.81679, 18.70524, 14.78303)
H (17.30489, 19.61820, 16.17215)
H (18.86541, 19.97965, 15.51234)
H (18.84262, 20.16654, 12.77744)
H (19.16992, 21.52527, 13.81438)
H (18.10456, 21.68339, 12.48617)
H (15.55419, 21.56408, 15.29629)
H (16.12762, 22.59934, 14.09751)
H (17.04370, 22.34996, 15.65845)
H (14.90461, 17.43397, 6.51218)
H (13.18996, 16.89488, 6.42225)
H (14.51026, 15.66199, 6.52995)
H (19.33383, 14.65627, 9.12183)
H (20.72429, 15.20397, 10.25470)
H (19.70400, 16.38321, 9.44725)
H (18.52170, 13.09221, 10.77244)
H (17.96968, 13.59440, 12.36191)
H (19.74828, 13.57829, 11.98956)
H (19.39181, 17.10735, 11.81798)
H (20.10327, 15.82121, 12.71930)
H (18.43020, 16.27777, 12.92832)
H (14.17312, 8.69212, 9.36423)
H (13.04972, 7.39450, 9.57887)
H (13.42910, 8.42685, 10.92176)
H (12.78994, 9.69629, 7.46303)
H (11.06170, 10.00327, 7.66876)
H (11.59696, 8.34547, 7.64852)
H (11.08213, 8.60402, 11.18961)
H (10.68078, 7.80478, 9.65701)
H (9.95849, 9.36558, 9.99585)
O (10.71375, 18.21052, 10.88264)
H (10.83976, 18.76757, 10.11535)
H (11.69800, 18.20664, 11.29465)
O (8.21114, 19.55906, 11.49641)
H (7.69245, 18.77640, 11.16568)
H (9.15600, 19.27241, 11.40031)
O (8.83871, 13.60672, 3.79129)
H (8.79629, 12.71691, 4.15024)
H (8.83924, 14.17617, 4.57785)
Cl (10.67348, 20.80277, 5.85452)
C (10.60592, 19.57159, 7.13212)
Cl (11.87009, 19.84432, 8.27275)
H (10.73988, 18.60284, 6.62752)
H (9.61634, 19.65645, 7.53831)
F (7.18136, 15.36728, 6.63801)
B (8.13093, 16.41706, 6.67109)
F (8.20310, 17.00097, 7.95173)
F (7.74298, 17.44432, 5.78438)
F (9.41454, 15.90279, 6.31344)

Summary:
* energy: -101291.5359 eV
* spin multiplicity: 1
* ΔE to the lowest compared entry with this formula, charge and spin: 44.72 kcal per mole
* charge: -2

Number 1: Kohn-Sham gap 7.79 eV, lowest unoccupied orbital energy -3.3 eV. Number 2: Kohn-Sham gap 10.77 eV, lowest unoccupied orbital energy 0.8 eV. Number 3: Kohn-Sham gap 5.59 eV, lowest unoccupied orbital energy 3.5 eV.